(1)
Here is a cluster of 12 separate species, C46H74N2O22 in total in a non-equilibrium geometry from OMol25. Energies are from ωB97M-V/def2-TZVPD.

Cartesian coordinates (Å):
O -1.224 -3.187 7.365
C -0.753 -2.673 6.403
C 0.042 -1.382 6.320
C -0.038 -1.058 4.852
C -0.183 -2.427 4.183
O -0.865 -3.208 5.155
H -0.382 -0.648 7.000
H 1.061 -1.597 6.658
H -0.857 -0.371 4.634
H 0.832 -0.534 4.451
H -0.673 -2.377 3.211
H 0.797 -2.846 3.932
O 3.168 0.668 1.903
C 3.545 -0.177 2.663
C 4.946 -0.417 3.134
C 4.855 -1.722 3.900
C 3.359 -2.071 3.966
O 2.710 -1.116 3.094
H 5.578 -0.416 2.247
H 5.277 0.357 3.826
H 5.309 -2.556 3.355
H 5.357 -1.708 4.864
H 3.123 -3.074 3.621
H 2.990 -1.961 4.987
O -1.340 0.170 2.148
C -0.765 -0.026 1.109
C 0.044 -1.207 0.651
C 0.746 -0.682 -0.612
C -0.108 0.517 -1.036
O -0.788 0.932 0.153
H 0.699 -1.502 1.469
H -0.598 -2.043 0.362
H 1.736 -0.319 -0.332
H 0.689 -1.461 -1.371
H 0.454 1.328 -1.494
H -0.807 0.114 -1.780
O 2.068 5.406 4.359
C 1.493 4.723 3.561
C 0.438 5.176 2.589
C -0.270 3.888 2.264
C 0.827 2.865 2.408
O 1.714 3.400 3.425
H -0.223 5.883 3.093
H 0.832 5.724 1.732
H -1.157 3.700 2.879
H -0.765 3.877 1.287
H 0.610 1.814 2.572
H 1.428 2.817 1.490
O -1.527 1.685 -3.991
C -1.872 2.788 -3.702
C -1.053 4.070 -3.758
C -1.822 4.973 -2.775
C -3.257 4.422 -2.859
O -3.096 3.059 -3.216
H -0.066 3.920 -3.320
H -0.960 4.513 -4.746
H -1.392 4.958 -1.777
H -1.903 6.014 -3.093
H -3.705 4.576 -1.878
H -3.867 4.935 -3.602
O 1.570 -4.452 0.999
C 2.468 -3.952 0.362
C 3.061 -4.351 -0.969
C 3.862 -3.108 -1.342
C 4.139 -2.409 -0.012
O 3.110 -2.877 0.862
H 3.588 -5.271 -0.699
H 2.224 -4.629 -1.608
H 4.767 -3.397 -1.877
H 3.339 -2.379 -1.960
H 5.174 -2.477 0.340
H 4.007 -1.326 -0.105
O -5.948 0.296 0.038
C -5.284 1.169 0.527
C -4.541 2.247 -0.249
C -4.057 3.192 0.847
C -4.252 2.389 2.151
O -4.994 1.215 1.837
H -3.683 1.788 -0.747
H -5.128 2.686 -1.051
H -3.052 3.560 0.652
H -4.718 4.057 0.939
H -3.273 2.172 2.581
H -4.802 3.009 2.855
O 0.349 -2.564 -3.923
C -0.645 -2.400 -4.582
C -0.878 -2.696 -6.074
C -2.394 -2.647 -6.160
C -2.813 -1.754 -4.972
O -1.769 -1.965 -4.036
H -0.295 -1.955 -6.610
H -0.455 -3.676 -6.281
H -2.765 -2.262 -7.110
H -2.768 -3.669 -6.087
H -2.890 -0.721 -5.310
H -3.746 -2.136 -4.566
O 1.997 3.572 -1.414
C 3.166 3.736 -1.204
C 4.117 3.002 -0.252
C 5.399 3.111 -1.078
C 5.260 4.498 -1.729
O 3.851 4.623 -1.953
H 4.047 3.628 0.642
H 3.689 2.018 -0.094
H 6.284 3.066 -0.445
H 5.372 2.315 -1.820
H 5.684 5.282 -1.107
H 5.758 4.413 -2.693
O 3.570 0.351 -2.454
C 3.152 0.224 -3.564
C 1.809 0.716 -4.096
C 1.968 0.510 -5.611
C 3.087 -0.545 -5.718
O 3.869 -0.357 -4.527
H 1.042 0.081 -3.662
H 1.679 1.779 -3.918
H 1.102 0.147 -6.152
H 2.317 1.402 -6.130
H 2.731 -1.575 -5.684
H 3.729 -0.350 -6.571
C -1.288 -4.758 -1.171
N -2.027 -3.543 -1.449
C -3.113 -3.172 -0.730
C -3.881 -1.952 -1.212
O -3.557 -3.892 0.146
H -0.781 -4.675 -0.206
H -0.506 -4.895 -1.918
H -1.905 -5.654 -1.187
H -1.597 -2.900 -2.089
H -3.403 -1.012 -0.917
H -4.833 -1.982 -0.693
H -3.924 -1.913 -2.298
C -4.237 -1.986 2.496
N -4.047 -1.004 3.557
C -4.079 -1.184 4.884
C -4.445 -2.548 5.430
O -3.747 -0.281 5.658
H -5.024 -1.549 1.876
H -4.574 -2.993 2.727
H -3.310 -2.116 1.939
H -3.646 -0.127 3.267
H -5.425 -2.838 5.034
H -4.470 -2.600 6.510
H -3.777 -3.291 4.987

The calculation puts the frontier orbital gap at 8.4 eV. Its SMILES is O=C1CCCO1.O=C1CCCO1.O=C1CCCO1.O=C1CCCO1.O=C1CCCO1.O=C1CCCO1.O=C1CCCO1.O=C1CCCO1.O=C1CCCO1.O=C1CCCO1.CNC(C)=O.CNC(C)=O. The calculation puts the maximum force at 1.93 eV Å⁻¹. Its net charge is 0. The value obtained for the molar mass is 1007.1 g mol⁻¹. The relative energy (zero: lowest compared OMol25 entry of this formula, charge and spin) comes out at 0.0 kcal per mole. The calculation puts the calculated total energy at -3562.14425 hartree. As for the HOMO energy: -8.3 eV.

Löwdin atomic charge list, values in e, 99 entries: atom 1 (O): 0.1276, atom 2 (C): -0.4793, atom 3 (C): -0.0658, atom 4 (C): -0.1573, atom 5 (C): -0.1439, atom 6 (O): 0.0271, atom 7 (H): 0.1298, atom 8 (H): 0.1199, atom 9 (H): 0.1048, atom 10 (H): 0.0970, atom 11 (H): 0.1115, atom 12 (H): 0.1049, atom 13 (O): 0.1139, atom 14 (C): -0.4998, atom 15 (C): -0.0605, atom 16 (C): -0.1342, atom 17 (C): -0.1272, atom 18 (O): 0.0000, atom 19 (H): 0.1267, atom 20 (H): 0.1334, atom 21 (H): 0.1112, atom 22 (H): 0.1141, atom 23 (H): 0.1191, atom 24 (H): 0.1185, atom 25 (O): 0.1043, atom 26 (C): -0.4623, atom 27 (C): -0.0466, atom 28 (C): -0.1208, atom 29 (C): -0.1407, atom 30 (O): 0.0216, atom 31 (H): 0.1075, atom 32 (H): 0.1191, atom 33 (H): 0.1033, atom 34 (H): 0.1018, atom 35 (H): 0.1077, atom 36 (H): 0.1119, atom 37 (O): 0.1160, atom 38 (C): -0.4982, atom 39 (C): -0.0774, atom 40 (C): -0.1585, atom 41 (C): -0.1402, atom 42 (O): 0.0367, atom 43 (H): 0.1276, atom 44 (H): 0.1305, atom 45 (H): 0.1186, atom 46 (H): 0.1015, atom 47 (H): 0.1065, atom 48 (H): 0.1119, atom 49 (O): 0.1146, atom 50 (C): -0.4775, atom 51 (C): -0.0510, atom 52 (C): -0.1348, atom 53 (C): -0.1581, atom 54 (O): 0.0245, atom 55 (H): 0.1067, atom 56 (H): 0.1278, atom 57 (H): 0.1107, atom 58 (H): 0.1146, atom 59 (H): 0.1112, atom 60 (H): 0.1277, atom 61 (O): 0.1055, atom 62 (C): -0.4787, atom 63 (C): -0.0519, atom 64 (C): -0.1248, atom 65 (C): -0.1480, atom 66 (O): 0.0078, atom 67 (H): 0.1370, atom 68 (H): 0.1196, atom 69 (H): 0.1184, atom 70 (H): 0.1007, atom 71 (H): 0.1261, atom 72 (H): 0.1086, atom 73 (O): 0.1094, atom 74 (C): -0.4722, atom 75 (C): -0.0722, atom 76 (C): -0.1403, atom 77 (C): -0.1407, atom 78 (O): 0.0299, atom 79 (H): 0.1162, atom 80 (H): 0.1196, atom 81 (H): 0.0923, atom 82 (H): 0.1123, atom 83 (H): 0.1093, atom 84 (H): 0.1273, atom 85 (O): 0.0958, atom 86 (C): -0.4887, atom 87 (C): -0.0590, atom 88 (C): -0.1378, atom 89 (C): -0.1260, atom 90 (O): 0.0017, atom 91 (H): 0.1141, atom 92 (H): 0.1269, atom 93 (H): 0.1168, atom 94 (H): 0.1194, atom 95 (H): 0.1287, atom 96 (H): 0.1232, atom 97 (O): 0.0943, atom 98 (C): -0.4894, atom 99 (C): -0.0678

---

(2)
Here is a cluster of 12 separate species, C46H76O24 in total in a non-equilibrium geometry from OMol25. Energies are from ωB97M-V/def2-TZVPD.

Cartesian coordinates (Å):
C -0.740 -0.468 6.437
O 0.359 -1.374 6.426
C 1.147 -1.360 5.361
O 0.915 -0.915 4.261
O 2.216 -2.075 5.725
C 3.338 -2.232 4.886
H -0.458 0.588 6.357
H -1.232 -0.495 7.405
H -1.310 -0.664 5.532
H 3.984 -1.384 4.669
H 2.959 -2.607 3.925
H 3.895 -3.089 5.259
C -4.665 0.057 -4.424
O -5.014 0.006 -3.080
C -4.616 0.953 -2.236
O -4.242 2.043 -2.585
O -4.685 0.451 -1.008
C -4.433 1.402 0.008
H -3.609 0.315 -4.575
H -5.162 0.806 -5.046
H -4.743 -0.912 -4.914
H -3.370 1.655 0.006
H -4.524 0.969 1.004
H -4.965 2.352 -0.001
O 4.821 0.949 4.298
C 4.004 1.084 3.441
C 2.893 2.078 3.405
C 2.087 1.636 2.197
C 2.945 0.604 1.424
O 4.174 0.566 2.182
H 2.188 2.089 4.235
H 3.408 3.038 3.483
H 1.141 1.202 2.516
H 1.827 2.410 1.470
H 2.434 -0.358 1.393
H 3.273 0.885 0.425
O 1.175 -4.641 -3.970
C 0.554 -3.798 -4.575
C -0.412 -2.782 -4.024
C -0.476 -1.780 -5.166
C 0.086 -2.521 -6.407
O 0.672 -3.739 -5.896
H -1.381 -3.243 -3.842
H 0.013 -2.406 -3.095
H -1.521 -1.498 -5.263
H 0.122 -0.883 -5.000
H -0.802 -2.816 -6.980
H 0.653 -2.018 -7.186
O -2.732 0.962 3.083
C -3.153 1.478 4.096
C -3.715 2.844 4.262
C -4.652 2.573 5.475
C -3.948 1.488 6.291
O -3.120 0.857 5.247
H -2.912 3.538 4.512
H -4.221 3.219 3.376
H -4.593 3.539 5.986
H -5.712 2.416 5.291
H -3.278 1.884 7.049
H -4.595 0.680 6.619
O 1.714 -1.046 -1.494
C 0.819 -0.789 -0.726
C 0.029 0.499 -0.546
C -1.187 0.058 0.201
C -0.637 -1.150 0.991
O 0.433 -1.669 0.187
H 0.650 1.228 -0.023
H -0.211 0.947 -1.510
H -1.731 0.745 0.850
H -2.033 -0.274 -0.409
H -0.445 -0.998 2.055
H -1.434 -1.895 1.059
O -2.016 0.964 -6.133
C -2.027 1.993 -5.516
C -1.202 2.367 -4.288
C -1.700 3.781 -3.923
C -2.664 4.128 -5.040
O -2.869 2.988 -5.868
H -1.393 1.610 -3.533
H -0.182 2.324 -4.675
H -2.259 3.578 -3.009
H -0.903 4.491 -3.723
H -3.568 4.540 -4.595
H -2.218 4.858 -5.721
O 2.042 3.630 -1.224
C 3.029 3.014 -1.515
C 4.495 3.318 -1.199
C 5.267 2.249 -1.932
C 4.228 1.251 -2.417
O 2.972 1.964 -2.362
H 4.708 4.357 -1.448
H 4.686 3.278 -0.124
H 5.802 2.687 -2.772
H 5.900 1.785 -1.178
H 4.554 0.882 -3.388
H 4.110 0.358 -1.802
O 6.793 -3.119 -4.033
C 5.630 -2.981 -4.272
C 4.851 -3.555 -5.409
C 3.770 -2.444 -5.597
C 3.512 -2.038 -4.151
O 4.833 -2.117 -3.619
H 5.470 -3.862 -6.246
H 4.284 -4.445 -5.120
H 4.088 -1.580 -6.181
H 2.984 -2.973 -6.135
H 3.115 -1.030 -4.101
H 2.918 -2.824 -3.681
O 4.121 -6.610 1.191
C 3.921 -5.480 0.834
C 4.596 -4.232 1.288
C 3.990 -3.111 0.433
C 3.288 -3.903 -0.682
O 3.058 -5.214 -0.171
H 4.364 -4.099 2.346
H 5.676 -4.257 1.164
H 3.332 -2.436 0.981
H 4.797 -2.447 0.120
H 2.390 -3.392 -1.024
H 3.862 -4.061 -1.601
C -3.504 -4.147 3.285
C -2.833 -2.975 4.003
C -3.872 -2.544 5.017
O -5.068 -3.200 4.680
C -4.826 -4.447 4.042
H -2.929 -5.067 3.189
H -3.781 -3.751 2.308
H -2.621 -2.121 3.357
H -1.862 -3.255 4.416
H -4.055 -1.471 4.951
H -3.611 -2.794 6.054
H -5.637 -4.653 3.342
H -4.789 -5.355 4.653
C -1.209 4.428 1.470
C -1.403 3.947 0.034
C -2.482 4.817 -0.587
O -2.966 5.637 0.489
C -1.910 5.816 1.408
H -0.164 4.344 1.760
H -1.851 3.973 2.226
H -1.817 2.938 0.099
H -0.523 3.942 -0.609
H -3.362 4.236 -0.869
H -2.208 5.431 -1.448
H -2.104 6.227 2.401
H -1.309 6.648 1.004

The calculation puts the frontier orbital gap at 9.6 eV. Its SMILES is COC(=O)OC.COC(=O)OC.O=C1CCCO1.O=C1CCCO1.O=C1CCCO1.O=C1CCCO1.O=C1CCCO1.O=C1CCCO1.O=C1CCCO1.O=C1CCCO1.C1CCOC1.C1CCOC1. The calculation puts the maximum force at 2.81 eV Å⁻¹. Its net charge is 0. The value obtained for the molar mass is 1013.1 g mol⁻¹. The calculation puts the calculated total energy at -3604.11677 hartree. As for the HOMO energy: -9.7 eV.

Löwdin atomic charge list, values in e, 99 entries: atom 1 (C): -0.0371, atom 2 (O): 0.0152, atom 3 (C): -0.5873, atom 4 (O): 0.1198, atom 5 (O): 0.0104, atom 6 (C): -0.0321, atom 7 (H): 0.0973, atom 8 (H): 0.1011, atom 9 (H): 0.0740, atom 10 (H): 0.0816, atom 11 (H): 0.0874, atom 12 (H): 0.1004, atom 13 (C): -0.0532, atom 14 (O): 0.0210, atom 15 (C): -0.5915, atom 16 (O): 0.1364, atom 17 (O): 0.0344, atom 18 (C): -0.0520, atom 19 (H): 0.0658, atom 20 (H): 0.1071, atom 21 (H): 0.1020, atom 22 (H): 0.0525, atom 23 (H): 0.0924, atom 24 (H): 0.1067, atom 25 (O): 0.1261, atom 26 (C): -0.4916, atom 27 (C): -0.0645, atom 28 (C): -0.1399, atom 29 (C): -0.1213, atom 30 (O): 0.0172, atom 31 (H): 0.1232, atom 32 (H): 0.1364, atom 33 (H): 0.1008, atom 34 (H): 0.0961, atom 35 (H): 0.1030, atom 36 (H): 0.1096, atom 37 (O): 0.1050, atom 38 (C): -0.5163, atom 39 (C): -0.0552, atom 40 (C): -0.1401, atom 41 (C): -0.1202, atom 42 (O): 0.0202, atom 43 (H): 0.1341, atom 44 (H): 0.1099, atom 45 (H): 0.0947, atom 46 (H): 0.1089, atom 47 (H): 0.1194, atom 48 (H): 0.1233, atom 49 (O): 0.1023, atom 50 (C): -0.5251, atom 51 (C): -0.0603, atom 52 (C): -0.1290, atom 53 (C): -0.0784, atom 54 (O): -0.0202, atom 55 (H): 0.1310, atom 56 (H): 0.1280, atom 57 (H): 0.1114, atom 58 (H): 0.1192, atom 59 (H): 0.1276, atom 60 (H): 0.1286, atom 61 (O): 0.0975, atom 62 (C): -0.4943, atom 63 (C): -0.0577, atom 64 (C): -0.1423, atom 65 (C): -0.1199, atom 66 (O): 0.0488, atom 67 (H): 0.1063, atom 68 (H): 0.1187, atom 69 (H): 0.0756, atom 70 (H): 0.1162, atom 71 (H): 0.1068, atom 72 (H): 0.1201, atom 73 (O): 0.0926, atom 74 (C): -0.4957, atom 75 (C): -0.0539, atom 76 (C): -0.1405, atom 77 (C): -0.1519, atom 78 (O): 0.0406, atom 79 (H): 0.1086, atom 80 (H): 0.1305, atom 81 (H): 0.0748, atom 82 (H): 0.1200, atom 83 (H): 0.1285, atom 84 (H): 0.1265, atom 85 (O): 0.0978, atom 86 (C): -0.4852, atom 87 (C): -0.0759, atom 88 (C): -0.1433, atom 89 (C): -0.1466, atom 90 (O): 0.0192, atom 91 (H): 0.1280, atom 92 (H): 0.1210, atom 93 (H): 0.1195, atom 94 (H): 0.1215, atom 95 (H): 0.1201, atom 96 (H): 0.1112, atom 97 (O): 0.1259, atom 98 (C): -0.5060, atom 99 (C): -0.0519